Entry 1:
C36H28N4O2PPdS | wB97M-V/def2-TZVPD

Values from the calculation:
Calculated total energy, eV: -71415.9377
Energy above the lowest of the compared OMol25 structures with the same formula, charge and spin, kcal/mol: 91.3
F_max, Eh/bohr: 0.05928
Frontier orbital gap (spin up / spin down), eV: 4.37 / 4.30
Charge: +3

Cartesian coordinates (Å):
Pd: -0.389 0.221 0.495
O: 1.055 -2.453 6.997
N: 1.229 -1.267 6.936
O: 1.620 -0.544 7.803
C: 0.934 -0.596 5.635
C: 1.145 0.748 5.605
C: 0.912 1.516 4.432
C: 1.121 2.906 4.355
C: 0.860 3.558 3.171
C: 0.392 2.822 2.077
N: 0.199 1.519 2.132
C: 0.449 0.850 3.275
C: 0.233 -0.569 3.302
N: -0.196 -1.151 2.168
C: -0.418 -2.446 2.122
C: -0.222 -3.265 3.236
C: 0.220 -2.707 4.414
C: 0.467 -1.321 4.487
H: 1.498 1.252 6.497
H: 1.479 3.440 5.223
H: 1.006 4.622 3.077
H: 0.167 3.317 1.137
H: -0.766 -2.847 1.175
H: -0.419 -4.322 3.161
H: 0.379 -3.335 5.282
N: -2.619 0.444 1.062
C: -3.556 0.681 -0.014
C: -4.879 0.988 0.273
C: -5.778 1.216 -0.755
C: -5.359 1.162 -2.075
C: -4.039 0.870 -2.374
C: -3.131 0.614 -1.344
P: -1.388 0.207 -1.662
C: -1.269 -1.428 -2.461
C: -2.343 -2.026 -3.117
C: -2.140 -3.236 -3.760
C: -0.905 -3.862 -3.735
C: 0.161 -3.271 -3.071
C: -0.032 -2.069 -2.419
C: -0.758 1.446 -2.818
C: -1.284 2.744 -2.786
C: -0.805 3.699 -3.660
C: 0.230 3.387 -4.535
C: 0.769 2.104 -4.552
C: 0.291 1.136 -3.692
H: -2.681 1.220 1.731
H: -2.900 -0.403 1.568
H: -5.208 1.038 1.299
H: -6.806 1.441 -0.516
H: -6.065 1.348 -2.869
H: -3.710 0.848 -3.402
H: -3.309 -1.547 -3.147
H: -2.958 -3.692 -4.297
H: -0.766 -4.819 -4.217
H: 1.122 -3.761 -3.048
H: 0.779 -1.611 -1.856
H: -2.078 2.987 -2.092
H: -1.225 4.692 -3.657
H: 0.624 4.146 -5.194
H: 1.561 1.865 -5.244
H: 0.698 0.136 -3.715
S: 1.967 -0.245 -0.246
C: 3.625 -0.514 -0.650
C: 3.939 -1.415 -1.690
C: 5.251 -1.616 -2.044
C: 6.275 -0.929 -1.386
C: 5.968 -0.048 -0.345
C: 4.660 0.158 0.029
H: 3.145 -1.945 -2.193
H: 5.493 -2.314 -2.833
H: 7.303 -1.081 -1.683
H: 6.764 0.472 0.168
H: 4.413 0.838 0.830



Entry 2:
C36H29CoF5N5O5S4 | wB97M-V/def2-TZVPD

Values from the calculation:
Calculated total energy, eV: -150042.9209
F_max, Eh/bohr: 0.04242
Frontier orbital gap (spin up / spin down), eV: 6.90 / 6.93
Charge: 0

Cartesian coordinates (Å):
Co: -0.104 -1.791 -1.378
N: 2.778 4.479 -4.008
C: 2.409 3.161 -4.170
C: 1.063 2.790 -4.075
C: 0.696 1.464 -4.159
C: 1.666 0.486 -4.355
C: 3.002 0.843 -4.478
C: 3.372 2.171 -4.384
S: 1.194 -1.198 -4.398
O: -0.123 -1.286 -4.940
O: 2.301 -1.954 -4.927
N: 1.094 -1.620 -2.832
C: 2.096 -2.143 -2.108
S: 3.681 -2.703 -2.413
C: 3.820 -3.068 -0.712
C: 2.683 -2.780 -0.043
N: 1.715 -2.240 -0.849
H: 2.059 5.177 -4.100
H: 3.680 4.757 -4.355
H: 0.309 3.553 -3.924
H: -0.344 1.179 -4.079
H: 3.745 0.078 -4.655
H: 4.414 2.449 -4.479
H: 4.727 -3.487 -0.314
H: 2.493 -2.927 1.007
C: 2.684 -0.919 5.084
C: 1.991 -1.459 3.841
C: 0.632 -2.047 4.201
N: -0.047 -2.684 3.071
C: -0.429 -2.122 1.924
S: -0.786 -3.084 0.581
N: -0.504 -0.752 1.863
C: -1.098 0.166 2.743
O: -0.858 1.341 2.610
C: -2.077 -0.343 3.748
C: -2.153 0.309 4.976
C: -3.066 -0.117 5.924
C: -3.923 -1.173 5.636
C: -3.876 -1.794 4.397
C: -2.949 -1.384 3.450
H: 3.650 -0.482 4.835
H: 2.856 -1.708 5.818
H: 2.084 -0.144 5.563
H: 2.605 -2.233 3.373
H: 1.865 -0.660 3.108
H: -0.011 -1.291 4.645
H: 0.752 -2.827 4.954
H: -0.039 -3.693 3.043
H: -0.291 -0.334 0.949
H: -1.492 1.143 5.170
H: -3.118 0.377 6.884
H: -4.636 -1.505 6.378
H: -4.562 -2.597 4.165
H: -2.927 -1.856 2.476
C: -0.674 6.841 1.439
C: -0.158 7.765 0.370
O: 0.138 8.910 0.569
S: -0.101 7.197 -1.338
C: -0.131 5.428 -1.209
C: 0.997 4.733 -0.778
C: 0.967 3.356 -0.672
C: -0.184 2.649 -1.020
C: -1.303 3.344 -1.481
C: -1.276 4.725 -1.571
C: -0.195 1.220 -0.966
C: -0.219 0.006 -0.949
H: -0.326 7.207 2.401
H: -0.381 5.805 1.291
H: -1.764 6.890 1.414
H: 1.898 5.280 -0.532
H: 1.844 2.812 -0.350
H: -2.188 2.793 -1.769
H: -2.144 5.266 -1.923
F: -3.532 -7.809 -2.709
C: -3.006 -6.585 -2.580
C: -3.820 -5.499 -2.296
F: -5.135 -5.679 -2.147
C: -3.277 -4.233 -2.156
F: -4.087 -3.208 -1.867
C: -1.905 -4.009 -2.304
O: -1.375 -2.824 -2.174
C: -1.104 -5.123 -2.584
F: 0.222 -4.958 -2.695
C: -1.641 -6.390 -2.719
F: -0.844 -7.430 -2.980



Entry 3:
C36H29F3N3O2P2Re | wB97M-V/def2-TZVPD

Values from the calculation:
Spin multiplicity: 4
Calculated total energy, eV: -75203.2907
Energy above the lowest of the compared OMol25 structures with the same formula, charge and spin, kcal/mol: 51.9
F_max, Eh/bohr: 0.01638
Frontier orbital gap (spin up / spin down), eV: 7.03 / 6.47
Charge: +3

Cartesian coordinates (Å):
Re: 1.232 1.006 -0.537
N: -1.122 -1.272 0.427
P: -0.257 -2.076 1.605
C: -1.124 -3.569 1.971
C: -2.510 -3.695 1.804
C: -3.124 -4.878 2.168
C: -2.369 -5.931 2.680
C: -0.997 -5.805 2.842
C: -0.366 -4.624 2.486
C: -0.066 -1.002 3.014
C: -0.997 0.022 3.227
C: -0.929 0.749 4.405
C: 0.064 0.475 5.341
C: 0.994 -0.532 5.110
C: 0.935 -1.279 3.944
P: -0.665 -0.348 -0.926
C: -2.198 0.343 -1.505
C: -3.289 -0.498 -1.761
C: -4.465 0.036 -2.255
C: -4.556 1.401 -2.510
C: -3.476 2.236 -2.266
C: -2.294 1.710 -1.763
C: 0.051 -1.389 -2.184
C: 1.141 -2.222 -1.874
C: 1.713 -2.999 -2.868
C: 1.214 -2.948 -4.164
C: 0.139 -2.121 -4.476
C: -0.442 -1.333 -3.496
H: -2.025 -1.717 0.255
H: -3.130 -2.875 1.455
H: -4.195 -4.980 2.063
H: -2.860 -6.854 2.959
H: -0.416 -6.627 3.236
H: 0.708 -4.532 2.602
H: -1.787 0.214 2.513
H: -1.671 1.511 4.608
H: 0.103 1.040 6.263
H: 1.760 -0.744 5.844
H: 1.664 -2.061 3.765
H: -3.225 -1.571 -1.610
H: -5.309 -0.611 -2.453
H: -5.476 1.812 -2.905
H: -3.557 3.296 -2.463
H: -1.456 2.365 -1.558
H: 1.518 -2.294 -0.863
H: 2.544 -3.650 -2.631
H: 1.660 -3.561 -4.935
H: -0.252 -2.098 -5.484
H: -1.278 -0.693 -3.746
C: 1.752 2.929 -4.393
C: 2.096 4.216 -4.013
C: 2.027 4.581 -2.671
C: 1.626 3.643 -1.749
N: 1.328 2.370 -2.117
C: 1.378 2.027 -3.418
C: 1.434 3.896 -0.305
C: 1.617 5.104 0.326
C: 1.356 5.204 1.689
C: 0.905 4.094 2.387
C: 0.742 2.905 1.712
N: 1.007 2.807 0.394
H: 1.774 2.621 -5.429
H: 2.409 4.941 -4.753
H: 2.285 5.584 -2.363
H: 1.117 1.003 -3.655
H: 1.961 5.966 -0.228
H: 1.504 6.147 2.198
H: 0.685 4.143 3.444
H: 0.408 2.001 2.207
F: 3.685 1.459 1.139
C: 4.045 0.255 0.636
F: 5.273 -0.015 0.938
F: 3.926 0.406 -0.728
C: 3.019 -0.813 1.067
O: 3.320 -1.799 1.648
O: 1.766 -0.499 0.686



Entry 4:
C36H29MoN8S4 | wB97M-V/def2-TZVPD

Values from the calculation:
Spin multiplicity: 3
Calculated total energy, eV: -94895.8923
F_max, Eh/bohr: 0.01896
Frontier orbital gap (spin up / spin down), eV: 5.12 / 4.78
Charge: +3

Cartesian coordinates (Å):
Mo: -0.180 -0.112 -0.560
S: 0.217 2.236 -1.019
C: -0.791 2.946 0.252
N: -0.821 4.296 0.241
N: -1.541 5.067 0.930
C: -2.438 4.923 2.012
C: -3.434 5.904 2.076
C: -4.344 5.873 3.109
C: -4.231 4.899 4.095
C: -3.200 3.961 4.055
C: -2.299 3.960 3.012
N: -1.534 2.144 1.006
N: -1.216 0.901 0.734
C: -2.161 -0.167 0.763
C: -3.422 0.011 0.148
C: -4.297 -1.040 0.099
C: -3.930 -2.284 0.643
C: -2.701 -2.462 1.233
C: -1.791 -1.401 1.309
H: -1.452 6.020 0.585
H: -3.494 6.674 1.312
H: -5.131 6.614 3.157
H: -4.937 4.886 4.917
H: -3.093 3.242 4.855
H: -1.467 3.270 3.002
H: -3.683 0.987 -0.236
H: -5.279 -0.906 -0.342
H: -4.640 -3.103 0.626
H: -2.450 -3.408 1.694
H: -0.894 -1.499 1.905
S: 0.030 0.362 -6.408
C: 0.520 0.424 -8.037
C: 1.857 0.227 -8.172
C: 2.496 0.030 -6.921
C: 1.635 0.073 -5.860
C: 1.965 -0.035 -4.437
C: 0.959 -0.038 -3.458
N: 1.222 -0.112 -2.154
C: 2.512 -0.183 -1.729
C: 3.572 -0.195 -2.618
C: 4.908 -0.257 -2.075
C: 5.117 -0.288 -0.745
C: 4.014 -0.264 0.188
C: 4.159 -0.260 1.580
C: 3.056 -0.193 2.417
C: 1.797 -0.155 1.801
N: 1.630 -0.188 0.480
C: 2.727 -0.224 -0.326
C: 3.153 -0.162 3.882
C: 2.156 0.067 4.791
C: 2.603 0.034 6.137
C: 3.935 -0.221 6.221
S: 4.644 -0.418 4.689
C: 3.272 -0.123 -3.984
H: -0.208 0.599 -8.816
H: 2.367 0.230 -9.126
H: 3.561 -0.155 -6.827
H: -0.083 0.013 -3.741
H: 5.746 -0.268 -2.762
H: 6.125 -0.324 -0.349
H: 5.159 -0.291 2.005
H: 0.903 -0.096 2.400
H: 1.125 0.273 4.522
H: 1.970 0.195 7.000
H: 4.541 -0.306 7.114
H: 4.088 -0.124 -4.699
S: 0.091 -2.553 -1.289
C: -0.916 -3.886 -0.833
N: -2.019 -4.246 -1.457
C: -2.551 -5.541 -0.976
C: -1.485 -5.959 0.063
N: -0.607 -4.769 0.102
H: -2.391 -3.739 -2.244
H: -2.630 -6.248 -1.796
H: -3.535 -5.409 -0.536
H: -0.921 -6.829 -0.254
H: -1.909 -6.158 1.041
H: 0.276 -4.745 0.586



Entry 5:
C36H29N7O2Ru | wB97M-V/def2-TZVPD

Values from the calculation:
Spin multiplicity: 6
Calculated total energy, eV: -54912.9440
F_max, Eh/bohr: 0.02576
Frontier orbital gap (spin up / spin down), eV: 5.04 / 6.73
Charge: -1

Cartesian coordinates (Å):
Ru: -0.026 0.358 -0.136
O: -2.231 -1.140 -3.307
C: -1.637 -1.133 -2.243
N: -0.452 -0.523 -1.975
C: 0.509 -0.289 -2.983
C: 0.467 -0.796 -4.283
C: 1.499 -0.530 -5.171
C: 2.579 0.246 -4.774
C: 2.649 0.742 -3.481
C: 1.620 0.468 -2.571
N: 1.551 0.878 -1.228
C: 2.486 1.745 -0.603
O: 3.622 1.958 -1.039
C: 1.975 2.320 0.608
C: 2.787 3.079 1.472
C: 2.255 3.633 2.600
C: 0.857 3.438 2.877
C: 0.115 2.678 2.020
N: 0.621 2.107 0.906
C: -2.247 -1.901 -1.079
C: -3.578 -2.283 -1.135
C: -4.117 -2.997 -0.076
C: -3.295 -3.334 0.983
C: -1.968 -2.935 0.937
N: -1.457 -2.226 -0.065
H: -0.382 -1.386 -4.594
H: 1.455 -0.928 -6.178
H: 3.377 0.466 -5.476
H: 3.492 1.322 -3.147
H: 3.831 3.192 1.207
H: 2.872 4.207 3.281
H: 0.387 3.875 3.749
H: -0.938 2.515 2.209
H: -4.155 -1.998 -2.007
H: -5.162 -3.281 -0.073
H: -3.670 -3.890 1.835
H: -1.284 -3.185 1.743
C: -3.945 0.764 1.697
C: -3.736 0.275 3.016
C: -2.508 -0.191 3.380
C: -1.421 -0.181 2.465
N: -1.656 0.278 1.173
C: -2.882 0.718 0.835
C: -0.116 -0.652 2.786
C: 0.239 -1.146 4.062
C: 1.494 -1.675 4.255
C: 2.424 -1.708 3.219
C: 2.043 -1.158 1.993
N: 0.822 -0.659 1.781
H: -4.903 1.143 1.370
H: -4.557 0.259 3.725
H: -2.356 -0.586 4.377
H: -2.995 1.041 -0.194
H: -0.465 -1.107 4.882
H: 1.770 -2.056 5.232
H: 3.418 -2.120 3.343
H: 2.568 -0.595 0.142
C: 5.621 -0.261 0.743
C: 5.240 -1.706 0.545
C: 6.187 -2.672 0.224
C: 5.811 -3.989 0.004
C: 4.474 -4.350 0.087
C: 3.496 -3.409 0.399
C: 2.040 -3.799 0.412
C: 3.900 -2.088 0.651
N: 2.954 -1.057 0.955
H: 6.706 -0.140 0.734
H: 5.225 0.117 1.689
H: 5.188 0.365 -0.042
H: 7.230 -2.383 0.139
H: 6.559 -4.732 -0.253
H: 4.173 -5.374 -0.115
H: 1.908 -4.789 -0.027
H: 1.429 -3.093 -0.146
H: 1.643 -3.825 1.433



Entry 6:
C36H30BN13NaSTe | wB97M-V/def2-TZVPD

Values from the calculation:
Spin multiplicity: 2
Calculated total energy, eV: -80415.8657
Energy above the lowest of the compared OMol25 structures with the same formula, charge and spin, kcal/mol: 1.1
F_max, Eh/bohr: 0.02543
Frontier orbital gap (spin up / spin down), eV: 5.12 / 6.18
Charge: -2

Cartesian coordinates (Å):
Na: 2.055 -0.787 -0.087
C: 3.961 1.135 3.225
C: 3.667 1.035 1.856
N: 2.388 0.774 1.651
N: 1.824 0.691 2.880
C: 2.753 0.899 3.837
B: 0.350 0.310 3.107
N: -0.613 1.370 2.484
C: -1.932 1.465 2.751
C: -2.439 2.534 2.051
C: -1.315 3.045 1.374
N: -0.224 2.342 1.631
N: 0.011 -1.113 2.621
C: -0.809 -2.018 3.194
C: -0.806 -3.159 2.430
C: 0.072 -2.855 1.379
N: 0.545 -1.626 1.487
N: 0.088 0.412 4.652
C: -0.056 1.586 5.304
C: -0.001 1.342 6.656
C: 0.195 -0.050 6.732
N: 0.260 -0.602 5.533
H: 4.911 1.314 3.698
H: 4.330 1.124 1.009
H: 2.489 0.841 4.880
H: -2.408 0.758 3.410
H: -3.459 2.881 2.034
H: -1.254 3.896 0.715
H: -1.308 -1.794 4.119
H: -1.340 -4.075 2.614
H: 0.384 -3.469 0.548
H: -0.177 2.501 4.747
H: -0.090 2.060 7.454
H: 0.292 -0.678 7.605
C: -4.015 -2.201 0.619
C: -3.285 -3.122 -0.118
C: -2.364 -2.712 -1.067
C: -2.155 -1.351 -1.332
C: -2.889 -0.428 -0.582
C: -3.792 -0.853 0.382
N: -1.213 -0.927 -2.289
C: -0.678 -1.830 -3.215
C: -1.443 -2.726 -3.962
C: -0.851 -3.539 -4.918
C: 0.515 -3.459 -5.164
C: 1.296 -2.566 -4.447
C: 0.712 -1.774 -3.460
N: 1.406 -0.855 -2.670
N: 2.670 -0.684 -3.046
C: 3.275 0.396 -2.484
C: 4.660 0.606 -2.738
C: 5.264 1.723 -2.242
C: 4.524 2.645 -1.477
C: 3.207 2.339 -1.231
N: 2.596 1.247 -1.708
H: -4.714 -2.527 1.379
H: -3.399 -4.184 0.070
H: -1.779 -3.457 -1.586
H: -2.754 0.634 -0.725
H: -4.316 -0.096 0.954
H: -2.511 -2.771 -3.786
H: -1.468 -4.232 -5.478
H: 0.977 -4.091 -5.913
H: 2.361 -2.478 -4.603
H: 5.200 -0.134 -3.312
H: 6.320 1.888 -2.423
H: 4.970 3.532 -1.051
H: 2.590 2.975 -0.603
S: 4.355 -2.373 0.026
C: 4.400 -3.077 1.585
N: 4.467 -3.574 2.632
Te: -0.159 0.847 -2.022
C: -1.988 1.896 -2.695
C: -2.211 3.203 -2.278
C: -3.177 4.004 -2.886
C: -3.936 3.495 -3.930
C: -3.719 2.190 -4.358
C: -2.751 1.401 -3.748
H: -1.624 3.618 -1.466
H: -3.335 5.019 -2.538
H: -4.689 4.109 -4.410
H: -4.305 1.782 -5.176
H: -2.592 0.383 -4.092